Entry 1:
{
  "formula": "C14H22BrN3O2",
  "method": "ωB97M-V/def2-TZVPD",
  "elements": ["C", "H", "H", "H", "C", "N", "C", "H", "C", "N", "C", "O", "C", "C", "C", "C", "C", "C", "O", "C", "H", "H", "H", "H", "N", "H", "H", "Br", "H", "H", "H", "H", "H", "C", "C", "H", "H", "H", "H", "H", "H", "H"],
  "coordinates": [[0.2272, 4.9109, 1.2259], [-0.2242, 5.7775, 1.7034], [-0.3978, 4.6112, 0.3886], [0.2668, 4.0929, 1.9401], [1.6403, 5.2446, 0.7604], [2.2832, 4.0841, 0.1633], [1.9203, 3.8985, -1.2324], [2.5571, 4.4961, -1.9070], [2.0066, 2.4299, -1.6376], [1.0660, 1.6353, -0.8830], [0.5944, 0.4745, -1.3773], [0.9117, 0.0668, -2.4832], [-0.3031, -0.3300, -0.4965], [-0.3346, -1.6930, -0.7724], [-1.1203, -2.5566, -0.0480], [-1.9340, -2.0960, 0.9915], [-1.9163, -0.7237, 1.2547], [-1.1248, 0.1596, 0.5346], [-1.1195, 1.5025, 0.7730], [-2.0882, 2.0361, 1.6462], [-3.0992, 1.7420, 1.3502], [-1.9067, 1.7330, 2.6825], [-1.9920, 3.1174, 1.5689], [-2.5521, -0.3697, 2.0508], [-2.7635, -2.9263, 1.6848], [-3.1596, -2.5988, 2.5475], [-2.6159, -3.9188, 1.5974], [-1.0926, -4.4218, -0.4626], [0.2806, -2.0520, -1.5839], [0.8270, 1.9611, 0.0394], [3.0226, 2.0471, -1.4793], [1.7705, 2.3103, -2.6988], [0.8889, 4.2289, -1.3667], [3.7205, 4.0589, 0.3920], [4.0448, 3.4522, 1.7536], [3.6177, 4.0441, 2.5591], [5.1217, 3.4046, 1.8945], [3.6366, 2.4470, 1.8134], [4.1578, 5.0686, 0.3162], [4.1861, 3.4443, -0.3801], [1.6148, 6.0969, 0.0604], [2.2256, 5.5518, 1.6290]],
  "forces_ev_per_angstrom": [[0.3, 0.2, -0.1], [-0.1, 0.1, 0.0], [-0.1, -0.1, -0.1], [0.0, -0.1, 0.1], [-0.2, -0.1, 0.1], [0.0, 0.0, 0.0], [0.1, -0.3, -0.1], [-0.1, 0.0, 0.0], [0.0, 0.1, -0.2], [0.1, 0.4, 0.0], [-0.1, 0.1, 0.2], [0.1, -0.1, -0.2], [-0.2, -0.1, 0.1], [0.0, 0.2, 0.1], [0.0, -0.3, 0.0], [0.2, 0.2, -0.4], [-0.1, 0.2, 0.2], [0.1, -0.3, -0.1], [0.2, -0.2, -0.2], [-0.2, 0.1, 0.2], [0.1, 0.0, 0.0], [0.0, 0.0, -0.1], [0.0, -0.1, 0.0], [-0.1, 0.1, 0.1], [-0.2, -0.2, 0.1], [0.0, 0.0, 0.0], [0.0, 0.1, 0.1], [0.0, 0.2, 0.1], [0.0, 0.0, 0.0], [-0.1, -0.1, 0.0], [0.0, 0.1, -0.1], [0.1, 0.0, 0.1], [0.0, 0.0, -0.1], [0.1, -0.2, 0.2], [0.1, 0.1, -0.3], [0.0, 0.0, 0.1], [0.1, 0.0, 0.1], [0.0, -0.1, 0.0], [0.0, -0.1, -0.1], [0.0, 0.1, 0.0], [0.1, 0.0, 0.1], [0.0, 0.0, -0.1]],
  "lowdin_charge": [-0.088, 0.073, 0.062, 0.070, -0.258, -0.202, -0.184, 0.127, -0.157, 0.088, -0.447, 0.053, -0.060, -0.060, -0.595, -0.361, 0.030, -0.210, -0.098, -0.075, 0.102, 0.100, 0.078, 0.105, 0.100, 0.098, 0.041, 0.752, 0.116, 0.121, 0.118, 0.124, 0.117, -0.260, -0.080, 0.062, 0.070, 0.073, 0.120, 0.105, 0.121, 0.108],
  "relative_energy_ev": 0.0000,
  "smiles": "CCN(CC)CCNC(=O)c1cc(Br)c(N)cc1OC",
  "lumo_ev": 0.62
}

=====

Entry 2:
{
  "formula": "C14H22Cl5O17",
  "method": "ωB97M-V/def2-TZVPD",
  "elements": ["Cl", "O", "O", "O", "O", "C", "C", "C", "O", "C", "C", "C", "O", "O", "O", "H", "H", "H", "H", "C", "C", "C", "O", "C", "C", "C", "O", "O", "O", "H", "H", "H", "H", "O", "H", "H", "O", "H", "H", "O", "H", "H", "O", "H", "H", "O", "H", "H", "C", "Cl", "Cl", "H", "H", "C", "Cl", "Cl", "H", "H"],
  "coordinates": [[0.7168, -1.3031, 0.2875], [-0.3282, -1.7769, -0.5835], [1.8274, -2.2207, 0.2965], [1.1973, -0.0308, -0.1429], [0.1782, -1.2162, 1.6209], [2.7962, 2.3084, 4.3537], [2.5685, 1.0255, 4.6667], [3.0085, -0.1540, 3.8091], [2.8196, -1.3003, 4.1537], [3.4702, 0.2614, 2.4952], [3.6459, 1.5524, 2.1717], [3.4677, 2.7112, 3.1130], [3.8028, 3.8353, 2.8397], [4.0744, 1.8684, 0.9493], [1.9728, 0.6529, 5.8007], [2.5684, 3.1262, 5.0267], [3.6172, -0.4327, 1.6766], [4.0522, 2.8331, 0.8285], [2.1539, -0.2901, 5.9487], [-5.6679, -0.1739, -2.4487], [-5.9991, 0.2699, -3.6651], [-5.1024, 1.1285, -4.5145], [-5.4305, 1.7150, -5.5178], [-3.6968, 1.1155, -4.0290], [-3.3661, 0.5909, -2.8406], [-4.3498, -0.0386, -1.8840], [-4.0712, -0.4153, -0.7657], [-2.1020, 0.6497, -2.4228], [-7.1827, -0.0623, -4.2093], [-6.3412, -0.7981, -1.8710], [-2.9205, 1.6101, -4.5963], [-1.9034, 0.1241, -1.6297], [-7.1734, -0.0186, -5.1722], [-1.7580, -3.2688, -3.0489], [-1.1741, -2.8369, -2.4084], [-1.5708, -4.2074, -2.9504], [3.6663, -3.4848, 2.4079], [3.0163, -2.9270, 1.9559], [4.1489, -2.8863, 2.9834], [-4.5862, -2.2949, 1.3637], [-4.7147, -1.7457, 0.5774], [-3.6952, -2.6493, 1.2708], [0.0433, 2.5949, 1.6661], [0.3195, 1.7433, 1.3068], [-0.0680, 2.4317, 2.6096], [0.0407, -1.6697, 4.5069], [0.7999, -2.2633, 4.5165], [-0.0538, -1.4301, 3.5731], [0.9264, 2.4110, -2.4296], [0.0484, 3.0810, -3.8129], [2.1570, 3.5152, -1.8166], [0.2439, 2.1760, -1.6225], [1.4237, 1.5173, -2.7831], [3.5850, -1.0124, -2.1916], [5.0030, -2.0302, -2.4580], [3.6382, 0.3050, -3.4126], [2.7208, -1.6483, -2.3431], [3.5368, -0.5672, -1.2057]],
  "forces_ev_per_angstrom": [[-0.2, -1.1, 0.9], [-0.1, 0.1, -0.5], [0.2, -0.3, -0.2], [0.0, 1.3, -0.4], [0.0, 0.4, 0.1], [0.3, 0.8, 0.1], [0.2, -0.8, 0.8], [-0.5, 1.1, -1.5], [0.5, 0.2, 0.7], [0.2, -0.1, -0.4], [0.7, 0.3, -0.7], [-1.1, -1.5, 1.0], [0.3, 0.3, -0.4], [-0.1, 0.1, -0.2], [0.3, 0.5, 0.3], [-0.2, -0.2, 0.1], [0.0, -0.4, 0.3], [0.0, -0.1, 0.2], [-0.4, -0.1, -0.4], [-0.8, -0.5, 0.2], [-0.8, -0.2, -0.7], [2.5, -0.3, 0.9], [-0.9, -0.3, -0.1], [-0.7, 0.3, 0.0], [1.0, -0.2, 0.9], [-0.4, 0.5, -0.7], [0.6, 0.1, -0.4], [0.4, 0.1, -0.2], [-0.4, -0.2, 0.4], [-0.2, 0.1, -0.2], [-0.1, 0.0, -0.2], [-0.5, -0.1, 0.1], [0.2, 0.5, 0.0], [0.1, 0.1, 0.1], [-0.1, 0.0, 0.0], [0.0, 0.1, 0.0], [0.1, -0.1, -0.2], [0.0, -0.1, 0.0], [-0.2, 0.1, 0.1], [-0.2, -0.2, -0.1], [0.2, 0.0, 0.2], [0.0, 0.1, 0.0], [0.1, 0.0, 0.1], [0.0, -0.1, -0.1], [0.0, 0.0, -0.1], [-0.1, 0.0, 0.1], [-0.1, 0.1, -0.1], [0.0, -0.1, 0.1], [0.0, -0.4, 0.0], [-0.1, 0.1, 0.0], [0.1, 0.1, 0.0], [-0.1, 0.1, -0.1], [0.0, 0.0, 0.1], [0.0, 0.1, -0.5], [0.2, -0.1, 0.4], [-0.3, -0.2, 0.3], [-0.1, 0.2, -0.2], [0.3, 0.0, 0.0]],
  "lowdin_charge": [0.656, -0.342, -0.346, -0.352, -0.343, 0.063, -0.221, -0.296, 0.092, 0.070, -0.230, -0.332, 0.124, 0.099, 0.105, 0.131, 0.127, 0.113, 0.116, 0.069, -0.221, -0.320, 0.115, 0.078, -0.222, -0.299, 0.123, 0.092, 0.094, 0.141, 0.123, 0.113, 0.119, -0.067, 0.000, 0.030, -0.070, -0.011, 0.009, -0.074, -0.012, 0.032, -0.055, 0.000, 0.033, -0.065, 0.022, -0.008, -1.049, 0.510, 0.519, 0.012, -0.047, -0.994, 0.503, 0.510, 0.023, 0.008],
  "lumo_ev": 0.31,
  "charge": -1
}

=====

Entry 3:
{
  "formula": "C14H22ClF3N3",
  "method": "ωB97M-V/def2-TZVPD",
  "elements": ["N", "C", "C", "Cl", "C", "C", "N", "C", "F", "F", "F", "H", "H", "C", "C", "C", "N", "C", "C", "C", "C", "C", "C", "H", "H", "H", "H", "H", "H", "H", "H", "H", "H", "H", "H", "H", "H", "H", "H", "H", "H", "H", "H"],
  "coordinates": [[-0.9463, -4.9033, 0.0063], [-1.3410, -3.9926, -0.5244], [-2.1619, -2.9883, -1.3189], [-1.0390, -2.3928, -2.6471], [-3.3760, -3.6548, -2.0454], [-3.0655, -5.0782, -2.4652], [-2.9350, -6.1276, -2.8440], [-4.6895, -3.6760, -1.2163], [-4.9642, -2.4299, -0.7600], [-4.6460, -4.4901, -0.1601], [-5.6795, -4.0553, -2.0452], [-2.4103, -2.0900, -0.7268], [-3.5760, -3.0741, -2.9681], [4.5083, 1.8904, 1.3078], [3.3851, 2.9045, 1.0820], [2.1224, 2.6095, 1.8910], [1.0361, 1.8032, 1.1744], [1.6073, 0.5831, 0.4812], [0.5582, -0.1812, -0.3069], [-0.1519, 0.7142, -1.3044], [-0.7305, 1.9493, -0.6298], [0.3217, 2.7013, 0.1732], [0.0734, 1.3795, 2.2590], [4.2852, 0.9150, 0.8747], [5.4318, 2.2457, 0.8505], [4.6982, 1.7482, 2.3734], [3.1840, 3.0161, 0.0145], [3.7643, 3.8715, 1.4211], [1.6420, 3.5467, 2.1780], [2.3717, 2.0687, 2.8049], [2.3687, 0.9340, -0.2150], [2.0721, -0.0427, 1.2442], [1.0443, -1.0003, -0.8412], [-0.1703, -0.6466, 0.3642], [-0.9457, 0.1562, -1.8055], [0.5556, 1.0243, -2.0814], [-1.5710, 1.6650, 0.0091], [-1.1451, 2.6171, -1.3877], [-0.1295, 3.5211, 0.7335], [1.0816, 3.1088, -0.4944], [-0.2848, 2.2751, 2.7636], [0.6083, 0.7364, 2.9553], [-0.7613, 0.8388, 1.8259]],
  "forces_ev_per_angstrom": [[1.4, -2.2, 1.5], [-2.8, 3.2, -2.1], [1.4, -0.7, -0.2], [-0.4, -0.2, 0.5], [0.3, -1.0, 0.1], [-0.8, 4.3, 1.2], [0.5, -2.9, -0.9], [0.0, 0.2, -0.4], [0.1, -0.4, -0.2], [0.1, 0.2, -0.4], [0.3, 0.2, 0.7], [-0.1, -0.7, -0.3], [0.0, -0.3, 0.6], [0.0, -0.1, -0.1], [0.4, -0.2, 0.3], [0.0, 0.2, -0.4], [-0.1, 0.2, 0.5], [-0.1, 0.0, -0.2], [-0.2, -0.2, 0.1], [0.0, 0.1, -0.2], [-0.1, -0.1, 0.0], [-0.1, -0.2, -0.1], [0.1, 0.0, -0.4], [0.1, 0.0, 0.0], [0.0, 0.0, 0.0], [0.0, 0.0, 0.0], [-0.1, 0.1, 0.0], [-0.2, 0.0, -0.1], [-0.1, -0.1, 0.0], [0.0, -0.1, -0.1], [0.0, 0.1, 0.2], [0.0, 0.1, 0.0], [0.1, 0.0, 0.2], [0.1, 0.0, 0.0], [0.1, 0.1, 0.0], [0.0, 0.0, 0.0], [0.0, 0.1, 0.0], [0.1, 0.1, 0.1], [0.1, 0.0, 0.1], [0.1, 0.0, 0.1], [0.0, -0.1, 0.0], [0.0, 0.0, 0.0], [0.0, 0.0, 0.0]],
  "lowdin_charge": [0.206, -0.253, -0.529, 0.677, -0.194, -0.181, 0.220, -0.589, 0.136, 0.179, 0.163, 0.108, 0.151, -0.090, -0.219, -0.114, -0.255, -0.101, -0.181, -0.203, -0.159, -0.092, 0.030, 0.063, 0.086, 0.086, 0.107, 0.123, 0.134, 0.134, 0.129, 0.146, 0.117, 0.111, 0.070, 0.131, 0.116, 0.132, 0.140, 0.135, 0.119, 0.117, 0.094],
  "lumo_ev": -2.63,
  "charge": 1
}

=====

Gap between HOMO and LUMO (eV)
8.67; 7.84; 11.88